Record 1
18
Properties=species:S:1:pos:R:3:lowdin_charge:R:1 method="wB97M-V/def2-TZVPD" smiles=NC(CO)CO.O lumo_energy_ev=0.71 largest_force_ev_per_a=2.05 de_lowest_kcal_mol=62.3 e_tot_ev=-10920.3022 spin_multiplicity=1 e_homo_ev=-8.93
N -0.1242 -1.1313 0.7188 0.056
C 0.2107 0.2620 0.6548 -0.393
C 1.4686 0.6947 1.3971 -0.227
O 1.7839 -0.0515 2.5662 -0.067
C 0.2777 0.7178 -0.8202 -0.205
O -1.0419 1.0481 -1.2701 -0.117
H 0.6117 -1.7354 0.3949 0.078
H -1.0661 -1.4549 0.7354 0.075
H -0.6779 0.7385 1.0266 0.137
H 1.3851 1.8026 1.6853 0.150
H 2.3235 0.6074 0.7127 0.115
H 2.1662 -0.8901 2.2954 0.077
H 0.8047 -0.1152 -1.3563 0.131
H 0.7479 1.6797 -0.9165 0.113
H -1.9348 0.6722 -1.2081 0.070
O -2.5438 -1.0536 -1.8681 -0.073
H -2.7613 -1.0933 -2.8107 0.056
H -1.6302 -0.6975 -1.9374 0.024

---

Record 2
92
Properties=species:S:1:pos:R:3:lowdin_charge:R:1 method="wB97M-V/def2-TZVPD" lumo_energy_ev=-0.01 largest_force_ev_per_a=1.14 de_lowest_kcal_mol=3.2 e_tot_ev=-220931.5080 spin_multiplicity=1 e_homo_ev=-7.48
Pb 0.0744 -0.1995 -0.5137 1.192
O 0.1758 -2.9691 4.5789 -0.067
C 1.1523 -1.9833 4.2920 -0.243
C 0.9835 -0.7521 5.1962 -0.596
C 1.5979 -1.0400 6.5780 -0.219
O 1.0354 -2.1710 7.2094 -0.039
C -0.4856 -0.3871 5.3880 -0.469
Se -1.2666 -0.0075 3.6413 0.613
C 1.7222 0.4127 4.5501 -0.453
Se 0.6467 1.2202 3.0922 0.575
H -0.0283 -3.4314 3.7566 0.094
H 1.0815 -1.6674 3.2530 0.071
H 2.1577 -2.3985 4.4452 0.141
H 1.4343 -0.1904 7.2471 0.129
H 2.6842 -1.1612 6.4550 0.129
H 0.8420 -2.8414 6.5403 0.074
H -0.5792 0.4984 6.0164 0.081
H -1.0499 -1.2089 5.8209 0.079
H 2.6655 0.0874 4.1114 0.080
H 1.9160 1.2053 5.2715 0.071
F 2.1294 -0.4381 -5.8361 0.136
C 2.3633 0.7948 -5.3678 -0.602
F 3.3063 1.3394 -6.1708 0.119
F 1.2408 1.5201 -5.5654 0.116
C 2.7908 0.8300 -3.9303 -0.125
C 4.0167 1.3687 -3.5871 0.002
C 4.3671 1.5044 -2.2501 -0.052
C 3.4483 1.1001 -1.3016 -0.125
N 2.2782 0.5633 -1.6208 -0.093
C 1.9233 0.3888 -2.9069 -0.724
S 0.3988 -0.3723 -3.1711 0.576
H 4.6964 1.6944 -4.3623 0.123
H 5.3155 1.9320 -1.9607 0.103
H 3.6461 1.2002 -0.2396 0.118
C -0.3373 3.2683 -2.6048 -0.005
C -0.9111 3.3065 -1.2334 -0.392
N -0.9501 2.3206 -0.3612 -0.011
C -1.5705 2.8123 0.7636 -0.186
C -1.9118 4.1127 0.5682 -0.079
N -1.4860 4.4144 -0.7023 0.107
H -0.6622 2.3746 -3.1364 0.055
H 0.7535 3.2340 -2.5679 0.084
H -0.6370 4.1485 -3.1727 0.084
H -1.7419 2.1863 1.6243 0.045
H -2.4054 4.8288 1.2000 0.114
H -1.5827 5.3035 -1.1601 0.158
O -0.4455 -2.3949 1.2245 -0.269
N 0.6776 -2.9017 1.0451 -0.280
O 1.3770 -2.3820 0.1542 -0.258
C -9.1663 -0.8653 0.3738 -0.043
C -7.9555 -1.8081 0.4596 -0.520
C -8.0909 -2.8267 -0.6875 -0.041
C -8.0155 -2.5396 1.8048 -0.039
C -6.6098 -1.0077 0.2962 -0.427
O -6.5767 -0.3965 -0.9757 -0.003
C -6.4478 0.0425 1.4247 -0.101
C -5.3278 1.0866 1.2500 -0.113
C -5.4444 1.9555 0.0201 -0.225
C -4.4108 2.0132 -0.9062 -0.035
C -4.4960 2.8112 -2.0351 -0.091
C -5.6325 3.5736 -2.2418 -0.673
Cl -5.7463 4.5864 -3.6464 0.659
C -6.6755 3.5444 -1.3301 -0.101
C -6.5724 2.7406 -0.2045 -0.043
C -5.4208 -2.0181 0.3242 -0.025
N -4.2520 -1.6253 -0.4368 -0.086
C -3.0612 -1.2494 0.0384 -0.164
N -2.2487 -0.9966 -0.9687 -0.061
C -3.0048 -1.2595 -2.0699 -0.184
N -4.2196 -1.6541 -1.7807 0.143
H -10.0791 -1.4549 0.4580 0.089
H -9.2061 -0.3416 -0.5837 0.090
H -9.1852 -0.1328 1.1800 0.077
H -9.1401 -3.0830 -0.8357 0.086
H -7.5654 -3.7582 -0.4741 0.080
H -7.7035 -2.4117 -1.6173 0.092
H -8.9230 -3.1438 1.8432 0.092
H -8.0461 -1.8386 2.6397 0.083
H -7.1638 -3.2076 1.9441 0.085
H -7.2888 0.2503 -1.0289 0.095
H -6.2712 -0.4891 2.3616 0.118
H -7.3847 0.5891 1.5338 0.099
H -4.3544 0.5988 1.2558 0.088
H -5.3592 1.7363 2.1295 0.126
H -3.5160 1.4282 -0.7498 0.088
H -3.6865 2.8311 -2.7532 0.105
H -7.5603 4.1416 -1.5039 0.105
H -7.3905 2.7332 0.5080 0.118
H -5.7502 -2.9673 -0.0895 0.121
H -5.0974 -2.1664 1.3526 0.139
H -2.7812 -1.2113 1.0800 0.110
H -2.6312 -1.1724 -3.0760 0.106

---

Record 3
20
Properties=species:S:1:pos:R:3:lowdin_charge:R:1 method="wB97M-V/def2-TZVPD" lumo_energy_ev=-2.84 largest_force_ev_per_a=6.93 charge=+1 de_lowest_kcal_mol=130.2 e_tot_ev=-9838.5661 spin_multiplicity=1 e_homo_ev=-12.62
C 1.7210 0.7241 0.8574 0.041
C 1.0495 -0.7785 -0.8251 -0.211
C -0.3759 1.2019 0.2924 -0.068
C -0.2407 -0.2356 -1.0561 -0.272
C -2.1923 -0.5089 0.5822 0.002
N 1.4764 -0.6099 0.5212 -0.146
N -0.1490 1.2521 -1.1262 0.064
N -0.8494 -0.2036 0.3075 -0.113
H 2.1773 1.3143 0.0729 0.099
H 1.9838 0.9839 1.8254 0.074
H 1.0490 -1.9061 -0.9150 0.161
H 1.8390 -0.3076 -1.6436 0.210
H -0.7957 2.1136 0.7849 0.157
H -0.5481 -0.8172 -1.9248 0.177
H -2.8373 0.1783 0.2606 0.065
H -2.3952 -1.5279 0.1465 0.144
H -2.2693 -0.5987 1.6244 0.099
H 2.2268 -1.2134 0.9000 0.174
H -0.8177 1.7866 -1.6314 0.113
H -0.0522 -0.8474 0.9471 0.230

---

Record 4
49
Properties=species:S:1:pos:R:3:lowdin_charge:R:1 method="wB97M-V/def2-TZVPD" lumo_energy_ev="-6.21 / -5.27" largest_force_ev_per_a=0.57 charge=+2 de_lowest_kcal_mol=0.0 e_tot_ev=-65878.1372 s2=0.891 spin_multiplicity=2 e_homo_ev="-16.40 / -16.51"
Co -0.0579 -0.1493 -0.4022 0.694
C -1.6911 -2.5493 -1.2433 -0.105
C -0.6350 -2.9380 -0.2164 -0.094
O 0.4949 -2.0390 -0.2904 -0.185
C 1.4687 -2.3376 -1.3253 -0.081
C 1.2719 -1.3900 -2.4934 -0.083
O 1.0368 -0.0652 -1.9706 -0.202
C 2.1700 0.8382 -1.8408 -0.075
C 2.8231 0.7154 -0.4797 -0.125
O 1.7757 0.7727 0.4913 -0.182
C 2.1771 1.1286 1.8267 -0.116
C 1.3710 2.3450 2.2463 -0.121
O -0.0129 2.1918 1.9404 -0.163
C -0.8246 1.4743 2.8608 -0.123
C -0.8720 -0.0145 2.5503 -0.092
O -1.2322 -0.2401 1.1639 -0.221
C -2.6154 -0.6157 0.9568 -0.100
C -2.9059 -0.5656 -0.5284 -0.107
O -1.8104 -1.1196 -1.2768 -0.164
H -2.6468 -3.0157 -0.9983 0.151
H -1.4168 -2.8649 -2.2496 0.140
H -0.2912 -3.9621 -0.3551 0.150
H -1.0053 -2.8404 0.8014 0.130
H 1.3776 -3.3793 -1.6296 0.151
H 2.4427 -2.2008 -0.8600 0.137
H 0.3884 -1.6248 -3.0848 0.140
H 2.1385 -1.3866 -3.1535 0.153
H 1.7434 1.8274 -1.9853 0.139
H 2.8807 0.6320 -2.6395 0.151
H 3.5205 1.5452 -0.3490 0.152
H 3.3872 -0.2174 -0.3797 0.138
H 3.2436 1.3522 1.8457 0.143
H 2.0165 0.2687 2.4766 0.128
H 1.7074 3.2166 1.6850 0.145
H 1.5074 2.5600 3.3084 0.145
H -1.8246 1.9033 2.7874 0.144
H -0.4749 1.6213 3.8860 0.149
H -1.6013 -0.5197 3.1837 0.148
H 0.0905 -0.4982 2.7029 0.128
H -3.2635 0.0744 1.4992 0.153
H -2.7628 -1.6183 1.3661 0.139
H -2.9949 0.4608 -0.8750 0.128
H -3.8300 -1.0971 -0.7586 0.152
C -1.1741 2.4674 -1.7290 -0.029
O -0.6097 1.7052 -0.6443 -0.164
H -0.5957 3.3767 -1.8820 0.104
H -2.2096 2.7276 -1.5153 0.099
H -1.1243 1.8489 -2.6219 0.102
H -0.5509 2.1954 0.1990 0.101

---

Record 5
16
Properties=species:S:1:pos:R:3:lowdin_charge:R:1 method="wB97M-V/def2-TZVPD" smiles=CCCSS.O lumo_energy_ev=0.68 largest_force_ev_per_a=1.16 de_lowest_kcal_mol=14.0 e_tot_ev=-26990.6850 spin_multiplicity=1 e_homo_ev=-8.01
C 1.7978 0.2707 -1.9291 -0.090
C 0.6652 -0.5378 -1.2329 -0.335
C -0.6998 -0.0232 -1.6254 -0.595
S -1.9519 -1.0619 -0.8203 0.404
S -3.6603 0.0798 -0.6502 0.288
H 2.2619 -0.3743 -2.6470 0.058
H 2.5688 0.6032 -1.2701 0.059
H 1.3896 1.0915 -2.5207 0.071
H 0.7862 -1.5655 -1.5844 0.098
H 0.7542 -0.5846 -0.1497 0.097
H -0.8270 0.9953 -1.2652 0.074
H -0.8317 -0.0670 -2.6936 0.073
H -3.2872 1.0291 -1.5187 -0.201
O 0.2769 0.3649 6.4164 -0.063
H 0.5648 -0.5004 6.1156 0.028
H 0.1924 0.2803 7.3752 0.035

---

Record 6
8
Properties=species:S:1:pos:R:3:lowdin_charge:R:1 method="wB97M-V/def2-TZVPD" lumo_energy_ev=-0.55 largest_force_ev_per_a=4.11 de_lowest_kcal_mol=26.5 e_tot_ev=-28880.2960 spin_multiplicity=1 e_homo_ev=-10.39
C 0.5017 0.1414 0.6102 -0.610
O 3.2519 -0.2841 1.1975 -0.282
O 3.2327 -0.4779 -1.2874 -0.272
O 1.1811 -0.9339 0.1060 -0.288
S 1.3196 1.5580 -0.2125 0.766
S 2.5675 -0.1905 -0.0643 0.457
H -0.5565 -0.1518 0.4220 0.118
H 0.7983 0.2578 1.7316 0.112